Record 1
14
Properties=species:S:1:pos:R:3:forces:R:3:nbo_charge:R:1 method="wB97M-V/def2-TZVPD" gap_ev="6.38 / 7.88" spin_multiplicity=3 largest_force_ha_per_bohr=0.1368 total_energy_ha=-391.04495 s_squared=2.0077 homo_ev="-5.609 / -9.264" lumo_ha="0.028 / -0.051"
C -0.869 0.475 0.164 -0.4 0.1 -1.9 0.29
N 3.718 -0.834 -0.139 6.8 -1.7 0.5 -0.39
N -0.182 1.481 -0.192 1.2 -0.8 1.3 -0.75
N -2.746 -1.114 0.129 -0.2 -0.1 -1.9 -0.64
N -2.119 0.126 -0.223 -2.4 -0.2 -1.2 -0.47
N 2.664 -0.321 -0.268 -4.7 -0.2 -0.6 0.03
O 2.461 0.750 0.512 -3.2 3.5 -0.6 -0.58
H -0.357 -0.268 0.697 0.4 -1.2 1.2 0.17
H 4.261 -0.673 0.746 -0.7 -1.3 -0.6 0.36
H 1.544 1.104 0.123 1.5 -0.1 1.3 0.51
H -0.698 2.078 -0.757 -0.9 1.6 -1.4 0.34
H -2.615 -1.749 -0.691 0.0 0.4 1.2 0.35
H -2.325 -1.520 0.927 0.5 -0.3 0.9 0.36
H -2.735 0.466 -1.030 2.1 0.3 1.9 0.41

=====

Record 2
26
Properties=species:S:1:pos:R:3:forces:R:3:nbo_charge:R:1 method="wB97M-V/def2-TZVPD" gap_ev=9.18 largest_force_ha_per_bohr=0.0756 total_energy_ha=-440.13064 de_lowest_kj_mol=232.7 homo_ev=-8.423 lumo_ha=0.028
N 0.346 1.273 -1.968 1.0 0.4 -1.0 -0.85
C -0.752 0.388 -1.731 0.5 -1.1 1.1 -0.23
C -0.220 -0.842 -0.934 -2.1 -1.9 -1.1 -0.23
N -1.026 -1.073 0.254 -0.7 -1.1 0.0 -0.46
C -1.428 -2.473 0.546 -0.9 0.9 1.0 -0.41
C -0.506 -0.389 1.426 0.3 -1.1 0.0 -0.24
C -0.722 1.127 1.433 1.5 -0.2 -3.0 -0.23
N 0.517 1.851 1.069 -1.5 0.2 -3.5 -0.85
H -0.021 2.156 -2.304 0.5 0.0 -0.3 0.37
H 1.021 0.863 -2.637 -0.6 0.7 0.4 0.36
H -1.210 -0.061 -2.616 -0.4 0.6 -0.2 0.17
H -1.468 0.944 -1.104 0.0 -0.6 -0.7 0.20
H 0.855 -0.846 -0.734 0.1 0.3 0.0 0.16
H -0.425 -1.747 -1.616 0.5 1.1 1.0 0.20
H -0.678 -3.298 0.598 0.0 0.8 0.1 0.18
H -2.219 -2.810 -0.129 0.2 0.1 -0.3 0.20
H -1.958 -2.334 1.531 0.6 -0.8 -0.8 0.20
H 0.563 -0.740 1.411 -0.3 1.0 1.0 0.17
H -0.998 -0.758 2.338 0.2 -0.3 -0.4 0.20
H -1.444 1.381 0.577 0.5 -0.2 2.1 0.19
H -1.017 1.414 2.402 -0.7 0.7 0.9 0.20
H 1.267 1.598 1.620 1.8 -0.7 1.8 0.34
H 0.791 1.526 0.075 -0.8 1.1 1.8 0.36
H 3.113 -0.302 -0.676 0.9 -0.4 0.0 0.46
H 2.226 0.483 0.033 -3.4 1.8 0.2 0.45
O 3.064 0.165 0.164 2.9 -1.5 -0.3 -0.91

=====

Record 3
81
Properties=species:S:1:pos:R:3:forces:R:3:lowdin_spin:R:1 method="wB97M-V/def2-TZVPD" gap_ev="6.29 / 6.87" spin_multiplicity=2 largest_force_ha_per_bohr=0.0311 total_energy_ha=-8512.39967 de_lowest_kj_mol=27.0 s_squared=0.7620 homo_ev="-10.263 / -10.263" lumo_ha="-0.146 / -0.125" total_charge=+1
Cr 0.421 -0.554 -1.296 -0.4 0.7 1.4 1.00
Se -1.035 -3.749 -2.215 -0.1 -0.1 0.0 0.00
Se -1.485 -1.482 -2.697 0.0 0.0 -0.4 -0.01
C -3.183 -1.381 -1.769 0.1 0.0 0.3 0.00
C -4.301 -1.056 -2.517 0.0 -0.1 0.0 0.00
C -5.492 -0.878 -1.829 -0.1 0.0 0.0 0.00
C -5.503 -1.019 -0.451 0.0 0.0 0.0 0.00
C -4.323 -1.355 0.195 0.1 0.0 0.0 0.00
N -3.176 -1.546 -0.458 0.0 0.2 0.1 0.00
C 0.855 -3.490 -2.139 -0.1 0.3 -0.1 0.00
C 1.618 -4.632 -2.344 0.0 -0.1 0.0 0.00
C 2.983 -4.516 -2.490 0.0 -0.1 0.0 0.00
C 3.548 -3.251 -2.463 0.1 0.0 0.0 0.00
C 2.738 -2.170 -2.209 0.0 0.1 0.1 0.00
N 1.408 -2.268 -2.000 0.0 -0.7 0.0 0.00
H -4.235 -0.941 -3.590 0.0 0.0 0.0 0.00
H -6.400 -0.634 -2.365 0.0 0.0 0.0 0.00
H -6.411 -0.870 0.116 0.0 0.0 0.0 0.00
H -4.278 -1.459 1.273 0.0 0.0 0.0 0.00
H 1.121 -5.589 -2.427 0.0 0.0 0.0 0.00
H 3.592 -5.394 -2.667 0.0 0.0 0.0 0.00
H 4.604 -3.096 -2.636 0.0 0.0 0.0 0.00
H 3.148 -1.174 -2.161 0.0 0.0 0.0 0.00
N -0.284 6.742 2.692 0.1 -0.2 0.0 0.00
C -0.447 5.436 2.299 0.0 0.1 0.0 0.00
C -0.968 4.483 3.186 0.0 0.0 0.0 0.00
C -1.098 3.163 2.802 -0.1 0.0 -0.1 0.00
C -0.706 2.779 1.526 -0.1 0.0 -0.1 0.00
C -0.181 3.704 0.635 0.1 -0.1 0.0 0.00
C -0.058 5.024 1.016 0.0 0.1 0.0 0.00
S -0.780 1.064 1.175 -0.2 -0.1 0.2 0.00
O 0.454 0.505 1.685 -0.1 -0.2 -0.2 0.00
O -1.983 0.482 1.724 0.2 0.1 -0.2 0.00
N -0.756 0.858 -0.488 -0.4 -0.2 -0.1 -0.02
C -1.836 1.433 -1.201 -0.1 -0.2 0.2 0.00
N -2.702 2.217 -0.560 0.2 0.1 0.0 0.00
C -3.638 2.819 -1.288 0.1 -0.1 0.2 0.00
C -3.736 2.659 -2.658 0.0 0.0 -0.1 0.00
C -2.851 1.758 -3.215 0.1 0.0 0.0 0.00
N -1.926 1.125 -2.498 0.1 0.2 0.0 0.00
H -0.698 7.053 3.551 0.0 0.0 0.0 0.00
H -0.074 7.445 2.009 0.0 0.0 0.0 0.00
H -1.275 4.793 4.179 0.0 0.0 0.0 0.00
H -1.511 2.424 3.479 0.0 0.1 0.0 0.00
H 0.139 3.390 -0.353 0.0 0.0 0.0 0.00
H 0.336 5.755 0.319 0.0 -0.1 0.0 0.00
H -4.333 3.446 -0.738 0.0 0.0 0.0 0.00
H -4.470 3.186 -3.251 0.0 -0.1 0.0 0.00
H -2.879 1.512 -4.272 0.0 0.0 0.0 0.00
B 1.386 1.494 -5.264 0.1 0.2 -0.3 0.01
C 1.119 0.832 -3.899 -0.1 -0.1 0.2 0.02
N 0.880 0.331 -2.878 0.2 0.3 -0.7 0.00
H 1.293 0.612 -6.092 0.0 0.0 0.1 0.00
H 2.494 1.980 -5.238 -0.1 0.0 0.0 0.00
H 0.519 2.336 -5.402 0.0 -0.1 0.0 0.00
C 3.854 1.028 4.318 0.0 0.1 0.0 0.00
C 3.603 0.074 3.200 0.0 0.3 0.0 0.00
C 3.687 -1.281 3.290 0.0 -0.2 0.1 0.00
C 3.358 -2.042 2.154 0.0 0.1 -0.1 0.00
N 2.963 -1.490 1.014 0.2 0.1 -0.1 0.00
C 2.914 -0.156 0.918 0.1 -0.1 0.3 0.00
S 2.469 0.685 -0.491 -0.3 -0.4 -0.2 0.00
N 3.248 0.595 2.004 0.0 -0.1 0.0 0.00
C 3.446 -3.533 2.205 0.0 0.0 0.0 0.00
H 4.301 0.519 5.168 0.0 0.0 0.0 0.00
H 2.911 1.476 4.638 0.0 0.0 0.0 0.00
H 4.517 1.835 3.998 0.0 0.0 0.0 0.00
H 3.982 -1.758 4.215 0.0 0.0 -0.1 0.00
H 3.115 1.592 1.902 0.0 0.1 0.0 0.00
H 4.458 -3.833 2.484 0.0 0.0 0.0 0.00
H 3.195 -3.963 1.238 0.0 0.0 0.0 0.00
H 2.771 -3.927 2.969 0.0 0.0 0.0 0.00
C -0.927 -3.532 1.903 -0.1 0.1 -0.1 0.00
C 0.161 -2.687 1.274 -0.1 -0.1 0.0 0.00
O -0.395 -1.885 0.215 0.7 0.4 0.1 0.01
H -0.505 -4.187 2.667 0.0 0.0 0.0 0.00
H -1.422 -4.141 1.144 0.0 0.0 0.1 0.00
H -1.675 -2.889 2.377 0.0 -0.1 0.0 0.00
H 0.930 -3.306 0.812 0.0 0.1 0.0 0.00
H 0.626 -2.030 2.009 0.0 0.0 0.0 0.00
H -1.228 -1.498 0.535 -0.4 -0.1 -0.2 0.00

=====

Record 4
81
Properties=species:S:1:pos:R:3:forces:R:3:mulliken_charge:R:1 method="wB97M-V/def2-TZVPD" gap_ev=8.39 largest_force_ha_per_bohr=0.3391 total_energy_ha=-2161.48567 de_lowest_kj_mol=0.0 homo_ev=-7.871 lumo_ha=0.019
N -4.066 0.079 -1.053 1.1 -1.1 -0.5 -0.62
C -2.950 0.616 -0.554 0.1 -1.2 -1.3 -0.83
C -1.636 0.157 -0.744 -0.5 0.4 1.0 0.82
C -1.490 -0.975 -1.561 -1.6 2.8 0.8 -0.81
C -2.613 -1.431 -2.202 -1.6 -3.7 -2.2 0.09
C -3.880 -1.013 -1.869 1.1 3.6 2.2 -0.79
H -3.125 1.510 -0.064 -0.1 1.7 1.3 0.61
H -0.861 0.743 -0.144 -0.7 -1.4 -1.3 0.28
H -0.569 -1.291 -1.828 2.8 -1.3 -0.6 0.64
H -2.656 -2.314 -2.985 0.8 1.8 1.7 0.20
H -4.818 -1.300 -2.176 -1.5 -1.6 -1.4 0.44
C 1.659 -1.655 -3.766 2.2 2.8 -0.8 0.10
C 1.957 -0.922 -5.102 -2.0 -3.3 3.6 -0.23
C 1.493 -1.546 -6.270 2.0 3.2 1.7 0.87
C 0.775 -2.674 -6.229 -2.2 -4.5 1.5 -0.80
C 0.487 -3.442 -5.053 1.8 4.1 1.1 -1.03
C 0.947 -2.821 -3.761 -0.1 -2.7 -2.5 0.64
O 0.911 -3.636 -2.617 -0.3 -2.3 -2.0 -0.52
O 1.845 -0.906 -7.411 -1.3 -2.3 -4.6 -0.60
H 2.204 -1.301 -2.726 -1.6 -0.7 -2.9 0.09
H 2.433 0.033 -5.048 0.4 0.2 -0.2 0.23
H 0.399 -3.122 -7.142 0.1 0.1 -0.3 0.19
H -0.014 -4.397 -5.085 -0.1 0.0 0.0 0.37
H 0.885 -4.593 -3.042 0.0 2.9 1.8 0.34
H 1.554 -1.521 -8.289 1.2 2.5 3.7 0.34
C -1.469 0.212 2.900 -0.6 -0.4 1.0 0.46
C -2.043 0.479 4.313 0.0 0.8 -3.7 -0.71
C -1.257 0.412 5.431 0.9 -1.7 1.2 0.48
C 0.083 -0.123 5.252 -1.4 1.2 0.7 -0.75
C 0.541 -0.392 3.994 1.5 -1.1 0.1 -0.48
C -0.145 -0.314 2.754 -3.1 2.3 2.2 0.35
O 0.432 -0.651 1.560 0.1 -1.1 1.4 -0.07
O -1.802 0.655 6.727 0.5 -0.2 -1.2 -0.57
H -2.170 0.301 1.971 1.3 -0.2 2.0 -0.24
H -3.110 0.857 4.325 1.5 -0.6 0.2 0.31
H 0.822 -0.269 6.075 -1.1 0.2 -0.5 0.33
H 1.546 -0.813 4.115 -0.1 0.1 -1.1 0.34
H 0.896 -1.443 1.912 0.3 0.3 -1.4 0.25
H -1.557 -0.030 7.378 0.1 0.4 -0.8 0.32
C 1.136 5.744 3.491 -1.5 -3.4 -0.6 -0.47
C 0.812 4.258 3.102 1.7 7.1 0.5 -0.70
C 1.245 3.934 1.839 -0.8 -2.5 1.2 0.50
C 1.987 4.655 0.975 1.0 5.2 -0.5 -0.45
C 2.153 6.078 1.295 -0.1 -3.3 -0.1 -0.48
C 1.758 6.600 2.551 -0.3 -2.4 0.4 0.24
O 2.102 7.833 2.981 0.0 0.7 0.4 -0.53
O 1.002 2.688 1.369 10.8 7.3 -10.1 -0.02
H 0.706 6.045 4.514 1.1 -0.1 -1.9 0.29
H 0.175 3.802 3.817 -0.2 -1.1 0.0 0.55
H 2.380 4.277 -0.002 -0.6 0.2 1.2 0.32
H 2.678 6.587 0.508 0.2 0.9 0.2 0.37
H 1.948 8.470 2.292 0.1 0.5 -0.5 0.31
H 0.493 2.263 1.790 -11.2 -9.2 9.6 -0.01
C 1.873 2.727 -3.229 0.1 -3.9 7.6 -1.01
C 1.756 2.033 -1.889 1.5 0.3 -0.5 0.16
C 2.863 1.230 -1.389 -0.8 1.2 -2.3 0.48
C 4.014 0.970 -2.245 -5.5 4.2 -2.3 -0.89
C 3.977 1.630 -3.541 0.2 -1.2 3.7 -0.65
C 2.984 2.536 -3.897 3.0 -0.8 -1.8 0.65
O 3.158 3.234 -5.061 0.6 -0.7 -0.3 -0.56
O 2.765 0.637 -0.165 -0.5 1.6 1.4 -0.58
H 1.038 3.043 -3.656 -3.5 2.1 -1.6 0.58
H 0.901 2.173 -1.141 1.1 -0.1 -1.6 0.21
H 4.740 0.363 -1.918 2.7 -2.1 0.9 0.65
H 4.787 1.467 -4.189 0.9 0.0 -0.9 0.44
H 2.418 3.815 -5.009 -0.7 1.2 -0.8 0.31
H 2.327 1.306 0.477 0.7 -1.5 -1.4 0.29
C -1.982 -3.608 1.572 -3.5 -3.1 4.5 -0.38
C -1.608 -4.822 2.316 1.8 0.9 -2.4 -0.69
C -2.404 -5.590 3.147 1.4 1.5 -0.2 0.45
C -3.566 -5.036 3.423 -5.5 2.2 0.6 -0.26
C -4.072 -3.851 2.805 3.1 0.4 -2.1 -0.97
C -3.326 -3.066 1.821 2.9 -3.9 0.7 0.54
O -3.854 -2.084 1.087 0.0 1.1 -1.5 -0.61
O -1.944 -6.648 3.794 5.3 1.4 -2.7 -0.52
H -1.292 -3.390 0.857 1.5 1.5 -2.0 0.82
H -0.589 -5.248 2.100 -1.0 0.6 0.1 0.28
H -4.290 -5.544 4.103 0.6 0.4 -0.5 0.19
H -5.073 -3.606 2.830 -2.1 0.5 0.7 0.44
H -3.377 -1.864 0.208 -0.8 -0.9 2.3 0.38
H -2.438 -7.196 4.279 -3.7 -2.6 2.6 0.28

=====

Record 5
10
Properties=species:S:1:pos:R:3:forces:R:3:nbo_charge:R:1 method="wB97M-V/def2-TZVPD" gap_ev="11.83 / 7.11" spin_multiplicity=2 largest_force_ha_per_bohr=0.0864 total_energy_ha=-188.93559 de_lowest_kj_mol=168.2 s_squared=0.7594 homo_ev="-16.555 / -16.158" lumo_ha="-0.174 / -0.332" total_charge=+1
C 0.402 -1.106 -0.834 1.0 -0.3 -3.0 -0.56
N -0.078 1.519 0.750 -0.2 -2.7 -2.2 -0.71
C -0.955 0.431 0.516 -1.0 0.2 0.6 0.31
N -0.784 -0.633 -0.189 3.4 2.6 1.2 0.02
H 0.806 -0.459 -1.698 -1.8 -0.8 0.6 0.26
H 0.192 -2.136 -1.176 0.1 0.4 -0.2 0.30
H 1.410 -1.196 -0.372 -1.2 -0.1 1.7 0.29
H 0.112 1.608 1.716 -0.2 0.6 1.5 0.42
H 0.823 1.481 0.254 -0.6 -0.1 0.1 0.41
H -1.929 0.490 1.031 0.4 0.2 -0.2 0.25